Molecular formula: C37H76N2O27
Method: DFT, ωB97M-V/def2-TZVPD

Each line ends with the Mulliken spin population.
Geometry (Å):
C: 9.7405 5.0983 -5.2616  0.0022
O: 10.3439 5.7503 -4.1261  -0.0005
C: 10.8210 4.7715 -3.1560  -0.0037
C: 9.6316 4.0121 -2.4695  -0.0081
O: 9.1649 2.9151 -3.3053  -0.1199
C: 8.1654 2.2022 -2.7545  0.2388
C: 6.8128 2.9893 -2.6779  -0.0879
O: 6.6812 3.8496 -1.5986  -0.0318
C: 6.1619 3.3268 -0.3706  0.0494
H: 8.7335 4.7686 -5.0060  -0.0003
H: 10.3232 4.2586 -5.6402  0.0022
H: 9.6910 5.8904 -6.0087  -0.0026
H: 11.4569 5.2436 -2.4072  -0.0012
H: 11.4941 4.0484 -3.6167  0.0013
H: 8.8284 4.7268 -2.2899  0.0014
H: 9.9965 3.6549 -1.5065  0.0038
H: 8.3804 1.8183 -1.7572  0.0009
H: 8.0479 1.2813 -3.3256  0.0194
H: 5.9632 2.3167 -2.7959  -0.0627
H: 6.8654 3.6693 -3.5282  0.0301
H: 5.1859 2.8599 -0.5032  0.0199
H: 6.1948 4.0817 0.4149  -0.0046
H: 6.7339 2.4350 -0.1144  -0.0442
C: 3.3511 2.1430 2.1308  0.3934
O: 2.2639 1.4288 1.6083  -0.9947
C: 2.4564 0.8112 0.3781  2.0759
C: 1.3346 -0.2218 0.2287  -1.2814
O: 0.0760 0.4963 -0.1027  0.2865
C: -0.9148 -0.3463 -0.7160  0.1865
C: -1.7113 -1.1680 0.2766  -0.0653
O: -0.9361 -2.1329 1.0150  -0.0987
C: -1.5395 -2.7234 2.1496  -0.4869
H: 3.6136 2.9872 1.4931  0.0151
H: 4.3096 1.6316 2.2198  -0.0791
H: 3.1419 2.5124 3.1347  0.0861
H: 3.4088 0.2815 0.3538  0.5086
H: 2.3809 1.5772 -0.3937  -0.1176
H: 1.1963 -0.8842 1.0832  -0.4481
H: 1.7105 -0.9326 -0.5071  0.1987
H: -0.5794 -0.8684 -1.6121  -0.0116
H: -1.6301 0.3491 -1.1552  -0.0199
H: -2.5063 -1.6407 -0.3002  -0.0436
H: -2.2321 -0.4733 0.9355  0.0034
H: -2.6288 -2.6915 2.1294  -0.0258
H: -1.1967 -2.0654 2.9481  0.0028
H: -1.0806 -3.7100 2.2141  0.0723
C: 0.0906 1.7809 -3.6722  -0.0665
O: 0.2013 0.3303 -3.7462  -0.0669
C: 1.4034 -0.2310 -3.5832  -0.5270
O: 2.4087 0.2824 -3.1330  0.0534
O: 1.1801 -1.5196 -3.7320  -0.3557
C: 2.2364 -2.4612 -3.5223  0.9198
H: 0.5680 2.3294 -4.4842  0.0263
H: 0.4757 2.2007 -2.7430  0.0103
H: -0.9549 2.0816 -3.7402  -0.0069
H: 2.0204 -3.4956 -3.7896  -0.0060
H: 2.5291 -2.5522 -2.4763  -0.0425
H: 3.1202 -2.1984 -4.1037  -0.0706
C: -4.7503 -0.8358 4.0016  -0.0003
O: -5.7685 -1.7098 3.5696  -0.0071
C: -6.8458 -1.9220 4.2147  0.0128
O: -7.1280 -1.3932 5.2873  -0.0027
O: -7.4852 -2.9668 3.6971  -0.0005
C: -8.6511 -3.5118 4.3014  0.0027
H: -3.7390 -0.9810 3.6218  -0.0018
H: -4.7673 -0.9499 5.0855  0.0022
H: -5.0448 0.1704 3.7033  -0.0004
H: -9.2990 -2.8190 4.8386  0.0005
H: -8.4462 -4.2752 5.0519  -0.0009
H: -9.2258 -3.9845 3.5050  -0.0004
C: -4.7063 -4.7618 4.0154  -0.0710
O: -4.8930 -4.6746 2.6117  -0.0199
C: -4.7561 -5.7340 1.8254  0.0670
O: -4.5892 -6.8956 2.1577  -0.0289
O: -4.6596 -5.2521 0.5609  -0.0050
C: -4.3673 -6.0731 -0.5353  0.0422
H: -4.9242 -5.7212 4.4847  -0.0042
H: -5.2106 -3.9346 4.5148  0.0128
H: -3.6530 -4.5606 4.2103  0.0239
H: -4.4616 -5.5024 -1.4591  0.0018
H: -5.1189 -6.8451 -0.7002  -0.0017
H: -3.4196 -6.6062 -0.6114  -0.0011
C: -3.2602 6.0127 -3.3984  0.0047
O: -2.6257 5.7001 -2.1308  -0.0022
C: -2.4232 4.4002 -1.8319  0.0058
O: -2.5496 3.4894 -2.6424  -0.0063
O: -2.1429 4.2818 -0.5392  -0.0073
C: -1.8042 3.0356 0.0401  -0.0250
H: -4.0642 5.3024 -3.5911  0.0006
H: -2.4494 5.8702 -4.1127  -0.0009
H: -3.6901 7.0123 -3.4628  0.0000
H: -2.7299 2.4600 0.0438  -0.0096
H: -1.4567 3.0382 1.0732  0.0284
H: -0.9937 2.6316 -0.5665  0.0109
C: -0.3610 -4.0810 5.5075  0.7181
O: -1.3086 -4.5961 6.4701  -0.2852
C: -2.3553 -3.9103 6.7904  -0.0294
O: -2.6318 -2.8012 6.3446  -0.0243
O: -3.1041 -4.6596 7.5416  -0.0557
C: -4.4034 -4.1578 7.9672  -0.0173
H: 0.6266 -4.5225 5.6415  -0.0703
H: -0.0397 -3.0497 5.6535  0.0106
H: -0.7842 -4.2716 4.5212  -0.0255
H: -5.0997 -3.9328 7.1593  0.0033
H: -4.2213 -3.2884 8.5989  0.0003
H: -4.7931 -5.0005 8.5383  -0.0019
C: 1.3155 4.5730 0.8658  0.0793
O: 2.3694 4.4432 -0.0830  -0.0432
C: 2.1504 4.3169 -1.4031  -0.0609
O: 1.0394 4.3103 -1.8329  0.0096
O: 3.2928 4.2179 -2.0898  0.0028
C: 3.2042 3.8051 -3.4064  0.0342
H: 1.6356 4.7024 1.8997  0.0034
H: 0.6595 3.7068 0.7791  -0.0201
H: 0.7656 5.4982 0.6936  -0.0017
H: 2.7023 4.5410 -4.0346  -0.0020
H: 2.5207 2.9588 -3.4747  0.0289
H: 4.1624 3.4423 -3.7785  -0.0198
C: -3.3140 0.1914 -4.8764  0.0210
O: -3.9665 -1.0809 -4.9245  -0.0088
C: -4.5318 -1.6156 -3.7878  0.0123
O: -4.2639 -1.2624 -2.5994  -0.0068
O: -5.4101 -2.5668 -4.1826  -0.0040
C: -5.8214 -3.5708 -3.2909  -0.0045
H: -3.9375 0.9153 -4.3517  -0.0045
H: -3.1046 0.6418 -5.8466  0.0024
H: -2.3794 0.1118 -4.3212  -0.0002
H: -4.8947 -4.0416 -2.9628  0.0067
H: -6.4214 -4.3583 -3.7469  0.0003
H: -6.2879 -3.1106 -2.4198  0.0002
C: -0.0207 0.7885 3.6855  -0.0994
C: -1.2269 0.6766 4.4688  0.0140
N: -2.1746 0.5687 5.0995  -0.0346
H: 0.3148 1.8215 3.5930  0.0491
H: -0.1274 0.4175 2.6661  0.2332
H: 0.6848 0.1065 4.1600  -0.1122
C: 0.8576 -4.0833 -0.6028  0.1414
C: -0.3597 -4.4983 -1.3562  0.2343
N: -1.2653 -4.8334 -1.9536  -0.0602
H: 0.7743 -3.0074 -0.4496  0.9343
H: 1.8161 -4.2963 -1.0762  -0.2021
H: 0.8327 -4.5288 0.3917  -0.3904

Properties
E_LUMO (spin up / spin down)	2.1 / 2.1	eV
2S+1	2
net charge	-1
maximum force	4.84	eV Å⁻¹